The following is a quantum chemistry calculation of 2 unconnected molecules or ions with the total composition C3H4O2, from the OMol25 dataset.

As for the HOMO-LUMO gap (alpha / beta): 4.46 / 2.97 eV. The energy above the lowest of the compared OMol25 structures with the same formula, charge and spin is 199.9 kcal/mol. The total energy is -7262.0166 eV. The LUMO energy (alpha / beta) comes out at -0.062 / -0.088 hartree.

CARTESIAN COORDINATES (ANGSTROEM)
C 0.19978 -2.48573 -1.00422
C -0.56346 1.13308 0.98709
C 0.53780 1.49737 0.08201
O 0.45239 -2.73711 -2.12377
O -0.17691 0.47858 -0.32068
H 0.08083 -1.43486 -0.39515
H -0.57185 0.51383 1.79461
H -1.54868 1.67969 0.87087
H 1.59010 1.35515 0.10924

Atomic forces in eV per Å
0.2 0.1 -0.9
-1.4 2.4 -3.4
0.2 1.4 0.9
-0.4 0.8 1.9
-2.0 -2.0 -0.2
0.3 -0.6 -1.0
0.7 -1.9 2.1
1.4 -0.5 0.1
1.1 0.2 0.4